(1)
{"formula": "C23H32N4O2", "method": "the ωB97M-V functional and the def2-TZVPD basis", "e_above_lowest_kcal_mol": 53.3, "e_tot_ha": -1265.137268, "smiles": "CC(=O)Nc1ccc2nc(CN3CCN(CC=C(C)C)[C@H](CCO)C3)ccc2c1", "species": ["C", "C", "O", "N", "C", "C", "C", "C", "N", "C", "C", "N", "C", "C", "N", "C", "C", "C", "C", "C", "C", "C", "C", "O", "C", "C", "C", "C", "C", "H", "H", "H", "H", "H", "H", "H", "H", "H", "H", "H", "H", "H", "H", "H", "H", "H", "H", "H", "H", "H", "H", "H", "H", "H", "H", "H", "H", "H", "H", "H", "H"], "coordinates": [[2.36473, -6.18350, -5.65716], [1.49698, -5.57609, -4.57294], [0.98309, -6.22544, -3.69294], [1.37157, -4.22240, -4.71322], [0.66667, -3.31786, -3.91411], [0.71596, -1.95620, -4.29288], [0.06303, -1.00036, -3.57283], [-0.67849, -1.35490, -2.42532], [-1.30515, -0.38766, -1.73378], [-1.98519, -0.70479, -0.66381], [-2.62059, 0.43065, 0.09299], [-1.59880, 1.22357, 0.75362], [-2.10886, 2.46761, 1.29182], [-0.92924, 3.31409, 1.77913], [-0.08344, 2.63675, 2.75227], [-0.63991, 2.65323, 4.10461], [-0.69426, 4.05481, 4.64671], [0.35025, 4.77448, 5.04220], [1.76697, 4.29228, 5.01689], [0.18363, 6.17499, 5.55160], [0.30245, 1.30808, 2.28238], [1.35890, 1.39791, 1.17142], [2.60370, 2.17121, 1.61307], [2.36742, 3.53910, 1.81020], [-0.90387, 0.49163, 1.79183], [-2.10712, -2.03633, -0.20621], [-1.48508, -3.04004, -0.89466], [-0.73129, -2.72360, -2.04487], [-0.05135, -3.69250, -2.80362], [3.36653, -5.76043, -5.61753], [2.42505, -7.25685, -5.50424], [1.93721, -5.98545, -6.63796], [1.85448, -3.80103, -5.49504], [1.28545, -1.67978, -5.17032], [0.09768, 0.04008, -3.85366], [-3.12655, 1.08425, -0.62184], [-3.36834, 0.03751, 0.80745], [-2.63260, 3.00793, 0.50031], [-2.82582, 2.29085, 2.11712], [-1.28915, 4.24182, 2.22743], [-0.31201, 3.56860, 0.91489], [0.01115, 2.03658, 4.73234], [-1.64852, 2.21518, 4.14802], [-1.68093, 4.49622, 4.70092], [1.82738, 3.21754, 4.88109], [2.26915, 4.56094, 5.94542], [2.30701, 4.76691, 4.19840], [0.78803, 6.86014, 4.95848], [0.52442, 6.24391, 6.58441], [-0.85419, 6.49470, 5.50656], [0.75275, 0.77985, 3.13303], [0.92355, 1.86370, 0.28877], [1.65541, 0.38337, 0.90021], [3.37735, 2.10102, 0.84284], [3.00037, 1.71794, 2.53734], [1.55968, 3.59505, 2.35166], [-0.55003, -0.45669, 1.38234], [-1.57444, 0.26560, 2.64521], [-2.68934, -2.24584, 0.67922], [-1.55580, -4.07043, -0.57503], [-0.09688, -4.72717, -2.50627]], "forces_ev_per_a": [[-0.1, -0.2, 0.2], [0.3, -0.1, -0.4], [-0.1, -0.1, 0.2], [0.1, 0.4, -0.3], [-0.3, -0.2, 0.5], [-0.1, 0.2, 0.1], [0.1, -0.2, -0.2], [0.0, -0.7, 0.1], [-0.2, 0.5, 0.1], [-0.1, -0.1, -0.1], [0.1, 0.2, 0.1], [-0.1, 0.0, 0.0], [0.2, 0.2, 0.1], [-0.3, 0.1, -0.2], [0.1, 0.0, 0.1], [0.1, 0.0, 0.1], [-0.2, -0.1, 0.1], [0.0, 0.1, 0.1], [-0.2, -0.1, 0.0], [-0.1, -0.1, -0.1], [0.1, -0.5, -0.3], [0.2, 0.3, 0.4], [0.0, -0.4, -0.1], [0.0, 0.6, 0.0], [0.2, 0.0, 0.2], [0.1, -0.2, -0.2], [-0.1, 0.2, 0.1], [0.0, 0.6, -0.1], [0.2, -0.2, -0.2], [0.1, 0.0, 0.0], [0.0, 0.0, 0.0], [0.0, 0.0, -0.1], [-0.1, -0.2, 0.1], [0.0, 0.1, -0.1], [0.0, 0.1, 0.0], [0.0, -0.1, 0.0], [0.0, 0.1, -0.1], [0.0, 0.0, 0.0], [0.0, 0.0, -0.1], [0.0, 0.0, -0.1], [-0.1, 0.1, 0.0], [-0.1, 0.0, -0.1], [0.1, 0.0, 0.0], [-0.1, 0.2, 0.1], [0.1, -0.1, -0.1], [0.1, 0.0, 0.1], [0.1, 0.0, 0.0], [0.1, 0.1, 0.0], [0.1, 0.1, 0.1], [-0.1, 0.1, 0.0], [0.0, 0.1, -0.1], [0.0, 0.0, -0.1], [0.0, -0.1, -0.1], [0.0, -0.1, 0.1], [0.0, 0.0, -0.1], [0.0, -0.1, 0.0], [0.0, 0.0, 0.1], [0.0, 0.0, -0.1], [0.0, 0.0, 0.1], [0.0, -0.1, 0.0], [0.0, 0.0, 0.0]]}

---

(2)
{"formula": "C23H32N4O4", "method": "the ωB97M-V functional and the def2-TZVPD basis", "e_above_lowest_kcal_mol": 58.4, "e_tot_ha": -1415.635867, "smiles": "Cc1c(C(=O)N2CCCC2)oc2c1-c1nn(CC(=O)NCCCOC(C)C)cc1CC2", "species": ["C", "C", "C", "C", "O", "N", "C", "C", "C", "C", "O", "C", "C", "C", "N", "N", "C", "C", "O", "N", "C", "C", "C", "O", "C", "C", "C", "C", "C", "C", "C", "H", "H", "H", "H", "H", "H", "H", "H", "H", "H", "H", "H", "H", "H", "H", "H", "H", "H", "H", "H", "H", "H", "H", "H", "H", "H", "H", "H", "H", "H", "H", "H"], "coordinates": [[-0.25534, -0.38888, 1.86237], [-0.87536, 0.58644, 0.93695], [-2.15250, 0.61427, 0.41425], [-3.22442, -0.36141, 0.63069], [-2.99956, -1.41512, 1.21905], [-4.46471, -0.08794, 0.16780], [-4.94752, 1.12082, -0.47035], [-6.43765, 0.86093, -0.70308], [-6.79543, -0.13729, 0.39556], [-5.55006, -1.01230, 0.44865], [-2.30644, 1.70529, -0.40521], [-1.13920, 2.36340, -0.40766], [-0.22582, 1.72522, 0.39415], [1.10113, 2.26528, 0.46080], [2.21072, 1.71643, 0.92404], [3.18961, 2.58670, 0.65589], [4.54949, 2.23595, 0.94130], [5.04078, 1.02078, 0.11553], [6.15178, 0.99973, -0.37203], [4.13859, 0.03850, 0.04635], [4.33143, -1.17959, -0.70107], [4.27196, -2.41869, 0.19522], [2.92601, -2.52997, 0.92917], [1.80500, -2.33560, 0.09551], [1.09883, -3.49060, -0.33168], [1.86646, -4.29159, -1.38676], [-0.23714, -3.00248, -0.88594], [2.72124, 3.69010, 0.02566], [1.36437, 3.52745, -0.12148], [0.27630, 4.39835, -0.66231], [-0.86730, 3.55695, -1.26075], [0.29437, 0.13977, 2.63891], [-1.01402, -1.03007, 2.29979], [0.45341, -1.00135, 1.30670], [-4.79512, 1.98318, 0.18901], [-4.41664, 1.30937, -1.40627], [-6.58855, 0.40331, -1.68145], [-7.02439, 1.77603, -0.65406], [-6.93212, 0.38040, 1.34576], [-7.69494, -0.70673, 0.17307], [-5.58092, -1.79374, -0.32007], [-5.37915, -1.49077, 1.41440], [5.20003, 3.08452, 0.72610], [4.64406, 1.97082, 2.00033], [3.21644, 0.20541, 0.44837], [5.30725, -1.11445, -1.18817], [3.54738, -1.25555, -1.46092], [5.06475, -2.37368, 0.94337], [4.44142, -3.29506, -0.43046], [2.87495, -1.74242, 1.69054], [2.86307, -3.49887, 1.44133], [0.91580, -4.13957, 0.54166], [1.24454, -5.10440, -1.75229], [2.13035, -3.64732, -2.22211], [2.77521, -4.71930, -0.97025], [-0.05746, -2.28092, -1.67872], [-0.82669, -2.52483, -0.10855], [-0.80104, -3.83994, -1.28654], [3.37491, 4.48817, -0.26318], [0.66725, 5.08211, -1.41720], [-0.12076, 5.00344, 0.16066], [-1.76828, 4.16293, -1.37037], [-0.58037, 3.20835, -2.26003]], "forces_ev_per_a": [[-0.1, -0.1, 0.1], [-0.8, 0.0, -0.3], [1.1, -0.2, 0.6], [-0.4, 0.0, -0.2], [0.2, 0.0, 0.1], [-0.1, -0.1, 0.0], [0.0, 0.6, -0.3], [0.0, 0.0, 0.1], [0.1, 0.0, -0.1], [-0.1, -0.4, 0.2], [-0.1, 0.2, -0.2], [0.7, -0.2, 0.5], [-0.9, 0.2, -0.4], [0.7, 0.6, -0.2], [-0.5, -0.4, 0.4], [-0.4, 0.5, -0.1], [0.6, -0.4, 0.0], [-0.3, 0.5, 0.3], [0.4, 0.1, -0.1], [-0.5, -0.5, 0.0], [0.3, -0.3, -0.1], [-0.4, 0.2, -0.1], [0.4, -0.1, 0.1], [0.0, 0.1, -0.2], [-0.3, -0.3, -0.3], [-0.1, 0.2, 0.4], [0.4, -0.1, 0.3], [-0.3, -0.1, -0.1], [0.2, -0.1, 0.1], [0.0, 0.1, 0.1], [-0.2, -0.1, -0.1], [0.1, 0.0, 0.1], [0.1, 0.0, 0.0], [0.1, -0.1, 0.0], [0.0, 0.0, -0.1], [-0.1, 0.1, 0.1], [0.0, 0.0, 0.0], [0.0, 0.0, -0.1], [0.0, 0.0, 0.0], [0.0, 0.0, 0.1], [0.0, 0.0, 0.1], [-0.1, 0.0, -0.1], [-0.1, -0.1, 0.0], [0.0, 0.1, -0.1], [0.3, 0.1, -0.1], [-0.2, 0.0, 0.0], [0.1, 0.0, 0.0], [0.1, 0.0, 0.0], [0.0, -0.1, 0.0], [0.0, -0.1, 0.0], [0.0, 0.1, 0.0], [0.0, 0.1, -0.1], [0.0, -0.1, 0.0], [0.0, 0.1, -0.1], [0.1, -0.1, 0.0], [0.0, 0.1, -0.2], [-0.1, 0.1, 0.1], [-0.1, -0.1, -0.1], [0.2, 0.2, -0.1], [-0.1, 0.0, 0.0], [0.0, 0.0, -0.1], [0.0, 0.0, 0.0], [0.0, 0.0, 0.0]]}

---

(3)
{"formula": "C23H33As2AuO9", "method": "the ωB97M-V functional and the def2-TZVPD basis", "e_above_lowest_kcal_mol": 12.0, "e_tot_ha": -6180.407182, "total_charge": -2, "species": ["Au", "C", "O", "C", "O", "C", "C", "As", "C", "C", "C", "As", "C", "C", "O", "O", "C", "C", "O", "O", "C", "C", "O", "O", "C", "H", "H", "H", "H", "H", "H", "H", "H", "H", "H", "H", "H", "H", "H", "H", "H", "H", "H", "C", "O", "C", "C", "H", "H", "H", "H", "H", "H", "C", "C", "C", "C", "C", "C", "H", "H", "H", "H", "H", "H", "H", "H", "H"], "coordinates": [[-0.55996, 0.48769, -1.84313], [-4.81968, 0.71919, -1.14121], [-3.93328, -0.37824, -1.09610], [-3.39746, -0.73244, -2.33678], [-3.92291, -0.27073, -3.35106], [-2.25232, -1.55648, -2.23876], [-1.64229, -2.12546, -3.45900], [-2.38454, -3.74207, -4.18622], [-4.29593, -3.44140, -3.83242], [-2.07997, -4.87738, -2.58336], [-1.87912, -4.43041, -1.33889], [-1.71417, -2.53105, -0.67425], [-3.28681, -2.68298, 0.51156], [-1.67311, -5.38927, -0.21138], [-2.57127, -5.89371, 0.41754], [-0.40251, -5.62114, 0.19864], [0.68732, -5.19744, -0.62999], [-2.09786, -6.33857, -2.80178], [-1.41346, -7.18014, -2.25909], [-3.01026, -6.69434, -3.74434], [-3.07343, -8.08402, -4.01790], [-0.38715, -1.74795, -3.84493], [0.39550, -0.93793, -3.25328], [0.18738, -2.29684, -4.99879], [-0.46389, -1.96893, -6.21175], [-5.16791, 0.87060, -0.11765], [-5.67077, 0.52746, -1.79797], [-4.30640, 1.61742, -1.48944], [-4.60456, -2.54281, -4.36434], [-4.45281, -3.28251, -2.76576], [-4.87240, -4.30529, -4.16798], [-4.20302, -2.81443, -0.05970], [-3.35484, -1.76053, 1.08379], [-3.13833, -3.53058, 1.18023], [0.66797, -5.73812, -1.57512], [1.58764, -5.45107, -0.07394], [0.66872, -4.12365, -0.80767], [-3.83689, -8.20266, -4.78378], [-3.34157, -8.64795, -3.12451], [-2.11569, -8.45607, -4.38274], [0.30095, -1.68934, -6.94307], [-1.15304, -1.13423, -6.07203], [-1.03249, -2.81919, -6.59685], [3.11248, -0.45748, -2.02949], [2.17681, -0.23424, -0.95895], [1.52810, 0.92619, -0.79993], [2.08911, 2.02431, -1.68014], [2.60814, -0.37174, -2.98945], [3.46427, -1.47870, -1.89992], [3.95484, 0.23493, -1.96022], [3.10604, 2.25473, -1.32782], [1.45997, 2.90473, -1.56351], [2.14768, 1.77118, -2.74552], [-1.52306, 5.05530, 0.79585], [-2.22652, 4.65660, -0.50847], [-1.94594, 5.72453, -1.57709], [-3.73992, 4.58758, -0.26318], [-1.72311, 3.34905, -0.96525], [-1.30565, 2.27175, -1.35268], [-1.89127, 6.02259, 1.15824], [-0.44620, 5.12564, 0.63454], [-1.69819, 4.30070, 1.56375], [-2.31208, 6.70575, -1.25272], [-2.43696, 5.45500, -2.51342], [-0.87406, 5.79389, -1.76952], [-4.12791, 5.56864, 0.03460], [-3.96747, 3.86532, 0.52231], [-4.25377, 4.26861, -1.17081]], "forces_ev_per_a": [[-0.2, -0.1, -0.6], [0.0, 0.0, 0.0], [0.0, 0.0, 0.0], [0.2, 0.1, 0.0], [0.0, 0.0, -0.1], [-0.2, -0.1, 0.0], [-0.2, -0.2, 0.1], [0.1, 0.2, 0.0], [0.0, 0.0, 0.0], [-0.1, -0.1, 0.1], [0.0, 0.0, 0.1], [0.0, 0.1, -0.1], [0.0, 0.0, 0.0], [0.1, -0.2, 0.1], [0.0, 0.0, -0.1], [0.0, 0.2, 0.0], [-0.1, 0.0, 0.0], [0.0, -0.2, -0.1], [0.0, 0.1, 0.0], [0.0, 0.1, 0.0], [0.0, 0.0, 0.0], [0.1, 0.0, 0.0], [0.0, 0.2, 0.1], [0.0, -0.1, -0.1], [0.1, 0.1, 0.0], [0.0, 0.0, 0.0], [0.0, 0.0, 0.0], [0.0, 0.0, 0.0], [0.0, 0.0, 0.0], [0.0, 0.0, 0.0], [0.0, 0.0, 0.0], [0.0, 0.0, 0.0], [0.0, 0.0, 0.0], [0.0, 0.0, 0.0], [0.0, 0.0, 0.0], [0.0, 0.0, 0.0], [0.0, 0.0, 0.0], [0.0, 0.0, 0.0], [0.0, 0.0, 0.0], [0.0, 0.0, 0.0], [0.0, 0.0, 0.0], [0.0, 0.0, 0.0], [0.0, 0.0, 0.0], [-0.1, -0.1, 0.0], [0.1, 0.0, 0.0], [0.2, -0.1, 0.1], [-0.1, 0.1, 0.0], [0.0, 0.0, 0.0], [0.0, 0.0, 0.0], [0.0, 0.0, 0.0], [0.0, 0.0, 0.0], [0.0, 0.0, 0.0], [0.0, 0.1, 0.0], [0.0, 0.0, 0.0], [0.0, 0.0, 0.0], [0.0, 0.0, 0.0], [0.0, 0.0, 0.0], [0.0, -0.1, -0.1], [0.0, 0.2, 0.5], [0.0, 0.0, 0.0], [0.0, 0.0, 0.0], [0.0, 0.0, 0.0], [0.0, 0.0, 0.0], [0.0, 0.0, 0.0], [0.0, 0.0, 0.0], [0.0, 0.0, 0.0], [0.0, 0.0, 0.0], [0.0, 0.0, 0.0]]}

---

(4)
{"formula": "C23H33AsN2O7S3Sr", "method": "the ωB97M-V functional and the def2-TZVPD basis", "e_above_lowest_kcal_mol": 32.1, "e_tot_ha": -4993.435952, "total_charge": -2, "species": ["Sr", "O", "C", "C", "C", "C", "C", "C", "C", "N", "N", "C", "O", "C", "C", "C", "C", "C", "C", "H", "H", "H", "H", "H", "H", "H", "H", "H", "H", "C", "As", "C", "C", "S", "H", "H", "H", "H", "H", "H", "H", "H", "H", "C", "C", "C", "S", "O", "C", "C", "C", "H", "H", "H", "H", "H", "H", "H", "H", "H", "H", "H", "H", "H", "H", "O", "S", "O", "O", "O"], "coordinates": [[1.35128, 0.73762, -1.31346], [2.49300, 1.70938, 0.65315], [2.15134, 1.65030, 1.88341], [3.09231, 1.20791, 2.86512], [2.81614, 1.14892, 4.21354], [1.56007, 1.53311, 4.68545], [0.60992, 1.95820, 3.77262], [0.84982, 2.02690, 2.39597], [-0.21585, 2.45984, 1.51653], [-0.15257, 2.51137, 0.23291], [-1.26244, 2.98014, -0.37988], [-1.07694, 3.27683, -1.66897], [0.01469, 3.36698, -2.27218], [-2.34182, 3.60650, -2.40651], [-2.44614, 3.23940, -3.74664], [-3.59865, 3.51512, -4.46435], [-4.65270, 4.18766, -3.85877], [-4.55726, 4.55200, -2.52234], [-3.41396, 4.25231, -1.79635], [4.06903, 0.91562, 2.49551], [3.56727, 0.79143, 4.91123], [1.33140, 1.48813, 5.74345], [-0.37834, 2.23762, 4.12703], [-1.14792, 2.81642, 1.97933], [-1.60172, 2.71790, -4.17792], [-3.68997, 3.20122, -5.49787], [-5.55006, 4.41511, -4.42330], [-5.38705, 5.06470, -2.04864], [-3.32272, 4.50670, -0.74964], [1.72933, -1.70939, -4.60273], [2.42974, -1.13997, -2.90700], [2.31028, -1.19124, -0.99100], [3.87364, -2.41785, -3.02578], [3.25683, 0.77337, -3.00767], [1.70492, -2.79843, -4.55601], [2.43276, -1.39907, -5.37977], [0.73455, -1.35585, -4.85075], [2.56559, -2.18904, -0.63108], [1.29462, -1.01186, -0.71112], [3.01542, -0.44794, -0.61280], [3.39656, -3.39168, -2.85800], [4.67447, -2.30500, -2.29309], [4.30966, -2.43517, -4.02590], [-3.31018, -2.77042, 0.94289], [-2.85253, -1.82519, 2.05556], [-1.73754, -0.89804, 1.59635], [-0.09435, -1.72000, 1.39612], [-0.31267, -3.16601, 1.11862], [0.21839, -1.67130, 3.25922], [0.93093, -2.92632, 3.72561], [2.31547, -3.07217, 3.09650], [-4.14439, -3.39579, 1.27293], [-2.48441, -3.41365, 0.65302], [-3.61712, -2.20071, 0.06513], [-2.52035, -2.42049, 2.91277], [-3.70035, -1.21593, 2.38518], [-1.52985, -0.08766, 2.29759], [-1.94740, -0.45422, 0.62709], [-0.72104, -1.55370, 3.79775], [0.82726, -0.77550, 3.39801], [0.32370, -3.78900, 3.43743], [1.02063, -2.92294, 4.81763], [2.20765, -3.14214, 2.01425], [2.81570, -3.97380, 3.45812], [2.93095, -2.20168, 3.33057], [-0.39496, -0.61522, -0.88605], [-0.29138, -1.13173, -2.29467], [0.46694, -2.39775, -2.32533], [0.36666, 0.03479, -2.98417], [-1.60427, -1.34963, -2.86387]], "forces_ev_per_a": [[-0.9, 13.5, 5.5], [0.0, -0.3, 0.3], [0.2, 0.1, 0.2], [0.1, 0.0, 0.0], [-0.2, 0.0, -0.1], [0.0, 0.0, 0.2], [-0.1, 0.0, -0.3], [0.5, -0.4, -0.1], [-0.4, 0.5, -0.5], [0.5, -0.3, 0.4], [-1.2, 0.1, -0.4], [0.7, 0.2, 0.9], [0.0, -0.6, -0.4], [-0.2, 0.0, -0.1], [0.1, 0.0, 0.2], [0.0, 0.0, -0.1], [0.0, 0.0, 0.0], [0.0, 0.0, 0.0], [0.1, 0.0, 0.0], [0.0, 0.0, -0.1], [0.0, 0.0, 0.0], [0.0, 0.0, 0.0], [0.0, 0.0, 0.0], [0.1, 0.0, 0.1], [0.0, 0.0, -0.1], [0.1, 0.0, 0.0], [0.0, 0.0, 0.0], [0.0, 0.0, 0.0], [0.0, 0.0, 0.0], [-0.5, -0.6, -0.7], [3.1, -1.3, -2.3], [1.6, -4.0, 1.6], [0.4, -0.9, 0.1], [2.7, 1.0, -2.5], [0.0, 0.0, -0.1], [0.1, 0.1, 0.3], [0.1, 0.1, 0.2], [0.0, 0.0, -0.3], [0.4, -2.4, 1.6], [0.4, -0.5, 0.2], [0.1, 0.0, 0.0], [-0.2, 0.3, 0.0], [-0.1, 0.2, 0.0], [0.0, 0.1, 0.1], [0.1, -0.2, -0.1], [0.4, 0.1, -0.3], [-0.4, 0.2, 2.4], [0.0, -0.5, -0.4], [0.2, 0.0, -0.4], [0.2, -0.1, -0.3], [-0.2, 0.1, 0.1], [0.0, 0.0, 0.0], [0.0, 0.0, -0.1], [-0.1, 0.0, 0.0], [0.0, 0.1, 0.0], [0.1, 0.0, 0.1], [0.0, 0.0, 0.0], [-0.1, 0.0, 0.0], [-0.1, 0.1, -0.1], [0.0, 0.0, 0.1], [0.0, 0.0, 0.1], [-0.1, 0.1, 0.0], [0.1, 0.0, 0.0], [0.1, 0.0, -0.1], [0.1, 0.0, 0.0], [-1.1, -1.3, -0.8], [-6.1, -1.1, -0.1], [0.7, 0.4, -0.3], [-1.2, -2.6, -3.5], [0.2, 0.1, -0.1]]}

---

Number 1: HOMO-LUMO gap 0.3113 Eh. Number 2: HOMO-LUMO gap 0.3169 Eh. Number 3: HOMO-LUMO gap 0.1827 Eh. Number 4: HOMO-LUMO gap 0.2107 Eh.